(1)
12
Properties=species:S:1:pos:R:3:forces:R:3:nbo_charge:R:1 method="wB97M-V/def2-TZVPD" relative_energy_kcal_mol=67.4 homo_ha=-0.367 fmax_ev_per_a=1.6 homo_lumo_gap_ha=0.390 multiplicity=1 total_energy_ev=-10718.8889
O 0.8244 0.5151 0.1131 0.611 -1.014 -0.138 -0.3744
O -2.0330 2.2821 0.6232 -0.461 0.066 -0.086 -0.5509
N 1.3726 -1.4224 -0.8348 0.120 1.371 0.570 -0.8355
N -0.0189 1.2892 0.8715 -1.413 0.001 0.647 -0.3374
N -0.5586 -1.2627 0.6017 -0.381 -0.268 0.188 -0.7886
C 0.4491 -0.8162 -0.0004 0.285 -0.185 -0.668 0.6810
C -1.0433 1.8549 0.1054 0.545 0.510 0.310 0.5201
H 1.9236 -0.7282 -1.3454 -0.248 -0.763 0.059 0.4035
H -0.4373 0.7748 1.6756 0.666 0.239 -0.687 0.4013
H -0.7687 2.0114 -0.9565 -0.086 -0.282 0.139 0.1154
H 1.0781 -2.2448 -1.3107 -0.069 -0.322 -0.308 0.3963
H -0.7879 -2.2533 0.4573 0.431 0.648 -0.025 0.3691

***

(2)
10
Properties=species:S:1:pos:R:3:forces:R:3:nbo_charge:R:1 method="wB97M-V/def2-TZVPD" relative_energy_kcal_mol=105.0 homo_ha="-0.309 / -0.309" fmax_ev_per_a=9.7 homo_lumo_gap_ha="0.274 / 0.274" multiplicity=1 total_energy_ev=-27555.3716
Cl -2.5570 1.3274 0.0420 0.082 0.508 -0.785 -0.2222
S -0.6796 0.4954 -0.3639 -2.151 0.091 1.013 0.3389
O 1.5216 0.9143 0.4142 4.813 -2.487 -8.020 -0.5455
C 2.1650 0.5178 -0.8366 -2.764 4.824 6.252 0.0591
C -1.2853 -0.9155 0.6378 2.718 -0.904 0.626 -0.7367
H 1.9470 1.3674 -1.8717 0.832 -3.200 3.231 0.2167
H -0.5168 -1.7456 0.7791 -0.942 0.927 -0.857 0.2266
H -1.4563 -0.5901 1.6568 -0.338 0.366 -0.034 0.2258
H 3.0313 -0.1952 -0.5773 -1.501 0.805 -1.341 0.2094
H -2.1700 -1.1760 0.1195 -0.748 -0.931 -0.085 0.2280

***

(3)
49
Properties=species:S:1:pos:R:3:forces:R:3:nbo_charge:R:1 method="wB97M-V/def2-TZVPD" homo_ha=-0.311 fmax_ev_per_a=4.5 homo_lumo_gap_ha=0.323 smiles=Nc1nc2c(cnn2CCN2CCc3ncc(Br)cc3C2)c2nc(-c3ccco3)nn12 multiplicity=1 total_energy_ev=-106529.8786
Br 4.5645 -1.6904 -3.3550 -0.056 0.478 0.182 0.0590
O -6.5287 1.3798 -2.3245 0.932 -1.805 -2.686 -0.3921
N -1.7944 0.3630 3.1925 0.797 -0.739 -1.478 -0.2393
N 2.8721 -0.6488 2.8635 -0.905 0.111 0.697 -0.4500
N -4.3182 0.6845 -0.5544 1.112 -0.092 -2.898 -0.4615
N -3.1667 -0.1364 -2.4199 1.003 0.512 0.411 -0.3229
N -0.5697 -1.3629 -2.1459 0.488 -0.161 -1.133 -0.7815
N 4.9853 1.0123 -0.1914 1.925 0.596 -1.929 -0.4132
N -0.3896 -0.6177 -0.0278 1.270 0.096 3.643 -0.5447
N -2.3537 -0.1882 -1.2685 -0.603 0.074 -0.635 -0.2482
N -0.7870 -0.2820 2.4355 -1.881 1.227 -1.386 -0.2036
C 3.7852 -1.3413 -0.6295 0.467 -0.158 -2.482 -0.1945
C -6.6708 1.4805 -4.6474 1.672 -1.280 2.145 -0.3238
C 5.1143 0.4794 -1.4551 -1.850 -1.273 1.674 -0.0018
C -5.3687 0.7814 -2.8644 0.473 2.422 -2.667 0.2126
C 0.3952 -0.9448 2.9914 -0.325 1.001 -0.630 -0.2223
C 3.7543 -0.8188 0.6092 2.090 1.530 0.668 -0.0657
C 1.5232 -0.0022 2.7400 2.807 1.262 1.173 -0.2192
C 4.4553 0.4132 0.8477 -1.446 -1.291 -4.108 0.2324
C 3.2068 -1.5498 1.7432 -3.767 1.065 -0.648 -0.2365
C 4.2970 1.2176 2.0255 2.152 -1.602 2.360 -0.4580
C 4.4247 -0.7003 -1.7337 0.547 -0.087 1.684 -0.1162
C -1.0753 -0.1181 1.0672 -0.729 -1.044 0.906 0.3605
C -7.3063 1.6198 -3.4477 -0.081 0.728 0.810 0.1217
C 4.0068 0.2807 3.1840 -0.964 -1.651 -1.605 -0.2020
C -5.3119 0.9661 -4.2964 -2.248 -0.364 2.996 -0.2397
C -2.7295 0.7740 2.3330 1.834 -0.926 0.334 -0.0038
C -1.0077 -0.6822 -1.1112 -3.591 0.767 -0.713 0.6203
C -3.1026 0.2927 -0.2462 1.202 1.203 1.628 0.4033
C -2.3535 0.4147 0.9699 -1.015 0.560 2.070 -0.2476
C -4.2404 0.4948 -1.9807 -0.895 -1.250 2.007 0.2912
H 3.8441 0.7734 4.0914 -0.587 0.780 1.383 0.2067
H 5.2241 1.7669 2.1832 -0.223 0.379 0.067 0.2365
H 3.4850 1.8169 1.8634 -1.969 2.090 -0.271 0.2228
H -1.3028 -1.4340 -2.8312 0.401 -0.801 -0.651 0.4205
H 1.5304 0.9610 3.3651 -0.249 -1.587 -0.455 0.2089
H 3.3805 -2.3193 -0.8404 -0.360 -0.144 0.164 0.2135
H 2.3081 -2.0897 1.2497 0.859 0.774 1.531 0.2050
H 0.0570 -2.0934 -1.8392 -0.071 -0.133 -0.857 0.4170
H -7.1503 1.5227 -5.5970 -0.003 0.294 -0.462 0.2364
H 3.8225 -2.3038 2.0644 1.772 -1.825 0.934 0.2099
H -4.4712 0.6856 -4.9325 -0.462 0.122 0.279 0.2439
H 0.2895 -1.2020 4.0310 -0.424 -0.092 0.242 0.2364
H -8.3201 1.9131 -3.1686 0.426 -0.022 -0.390 0.2078
H 5.6979 0.9467 -2.2189 0.260 0.654 -0.031 0.2087
H 4.8300 -0.3915 3.3413 0.739 -0.195 0.108 0.1926
H -3.5202 1.3439 2.8141 -0.183 -0.273 -0.734 0.2308
H 1.3965 0.3447 1.7486 -0.137 0.534 -1.393 0.1784
H 0.5888 -1.8117 2.3730 -0.208 -0.466 0.147 0.2110

***

(4)
9
Properties=species:S:1:pos:R:3:forces:R:3:nbo_charge:R:1 method="wB97M-V/def2-TZVPD" relative_energy_kcal_mol=37.1 homo_ha=-0.358 fmax_ev_per_a=4.3 homo_lumo_gap_ha=0.383 smiles=FC(F)[C@@H](F)S multiplicity=1 total_energy_ev=-21109.2381
S -0.6958 0.2936 -1.7352 -0.786 -0.651 -1.460 -0.0911
F 0.4614 -0.1074 2.1661 1.169 -0.532 -0.458 -0.3408
F 1.2644 -0.7532 -0.5932 2.590 -3.406 0.128 -0.3148
F -1.0861 -0.9860 0.9477 -1.045 -0.793 0.287 -0.3198
C -0.2941 0.0688 1.0438 -0.033 1.322 0.163 0.5258
C 0.4360 0.1940 -0.3239 -0.837 2.970 0.547 0.0522
H -0.3151 -0.8481 -2.5209 -0.215 1.457 1.624 0.1786
H 1.0200 1.1227 -0.3410 -0.321 0.193 0.309 0.1721
H -0.7906 1.0157 1.3566 -0.523 -0.559 -1.140 0.1378